1.
Density functional theory data (the ωB97M-V functional and the def2-TZVPD basis) for C23H30AlN3O7P as an isolated structure.

Calculated values
Calculated total energy   -59019.6044 eV
Charge   -1
Largest force on an atom   2.8 eV/A
Kohn-Sham gap   6.11 eV

Each line ends with the Mulliken charge.
Cartesian coordinates (Å):
C  4.735  -2.844  5.312  -1.297
C  5.355  -2.504  3.938  0.803
C  5.774  -3.803  3.210  -1.527
C  4.427  -1.695  3.001  -0.691
C  3.566  -0.610  3.706  -0.943
Al  1.779  -1.289  4.480  0.347
P  1.114  -3.345  3.549  0.380
O  -0.432  -3.434  3.690  -0.739
H  5.279  -3.667  5.799  0.401
H  4.857  -1.970  5.959  0.315
H  3.690  -3.158  5.260  0.093
H  6.241  -1.883  4.126  0.210
H  6.307  -3.524  2.292  0.364
H  6.401  -4.455  3.827  0.403
H  4.884  -4.376  2.918  0.333
H  3.824  -2.382  2.386  0.219
H  5.093  -1.178  2.286  0.295
H  4.112  -0.068  4.492  0.381
H  3.281  0.156  2.962  0.408
H  0.574  -0.250  4.222  -0.307
H  1.950  -1.377  6.082  -0.349
H  1.659  -4.452  4.272  0.029
H  1.398  -3.480  2.150  -0.045
C  -0.486  -1.439  1.076  -0.380
C  -1.401  -0.420  1.311  -1.000
C  -1.570  0.592  0.379  -0.181
C  -0.815  0.571  -0.787  -0.097
C  0.109  -0.436  -1.030  0.119
C  0.270  -1.444  -0.092  -0.731
N  -1.004  1.618  -1.781  1.111
O  -1.803  2.502  -1.541  -0.665
O  -0.360  1.557  -2.808  -0.638
H  -0.365  -2.228  1.811  0.505
H  -1.982  -0.420  2.222  0.446
H  -2.284  1.381  0.568  0.455
H  0.699  -0.446  -1.935  0.450
H  0.985  -2.237  -0.270  0.489
C  -3.348  -1.460  -4.745  -0.614
C  -4.338  -2.407  -4.975  -0.342
C  -4.375  -3.571  -4.222  -0.445
C  -3.416  -3.770  -3.240  0.093
C  -2.419  -2.835  -3.003  -0.514
C  -2.388  -1.675  -3.764  -0.185
N  -3.466  -4.987  -2.431  1.030
O  -4.338  -5.792  -2.679  -0.626
O  -2.637  -5.122  -1.565  -0.600
H  -3.325  -0.550  -5.331  0.395
H  -5.084  -2.237  -5.740  0.370
H  -5.146  -4.305  -4.404  0.436
H  -1.673  -2.996  -2.238  0.565
H  -1.617  -0.935  -3.589  0.445
C  -1.977  5.195  -2.743  -0.247
C  -2.032  6.033  -3.852  -0.586
C  -2.069  7.409  -3.685  -0.288
C  -2.046  7.934  -2.401  -0.007
C  -1.998  7.110  -1.286  -0.385
C  -1.964  5.734  -1.462  -0.402
N  -2.063  9.383  -2.221  1.007
O  -2.125  10.077  -3.213  -0.621
O  -2.011  9.815  -1.091  -0.611
H  -1.943  4.122  -2.874  0.513
H  -2.043  5.611  -4.848  0.378
H  -2.111  8.055  -4.550  0.436
H  -1.985  7.524  -0.288  0.431
H  -1.924  5.080  -0.602  0.407

---

2.
Density functional theory data (the ωB97M-V functional and the def2-TZVPD basis) for C23H30AuF5O6Te as an isolated structure.

Calculated values
Calculated total energy   -61190.2481 eV
Charge   -2
2S+1   3
Energy above the lowest of the compared OMol25 structures with the same formula, charge and spin   0.0 kcal/mol
<S²>   2.022
Largest force on an atom   3.6 eV/A
Kohn-Sham gap (alpha / beta)   4.17 / 3.67 eV

Each line ends with the Mulliken charge.
Cartesian coordinates (Å):
C  -3.602  -0.024  -0.800  3.294
C  -2.416  0.444  0.095  -1.477
C  -3.004  -0.563  -2.123  -1.541
C  -1.501  -0.042  -2.225  0.497
H  -3.596  -0.169  -2.967  0.362
H  -3.106  -1.665  -2.158  0.238
C  -1.334  0.908  -0.874  0.648
H  -2.088  -0.451  0.656  0.262
H  -2.778  1.248  0.772  0.456
C  0.064  1.459  -0.296  -1.423
H  -1.755  1.839  -1.312  0.281
H  -1.501  0.704  -3.056  0.327
C  -0.597  -1.135  -2.633  0.552
C  -4.465  -1.038  -0.050  -0.398
C  -4.675  1.038  -1.093  -0.184
O  -5.159  1.258  -2.193  -0.670
O  -4.051  -1.769  0.837  -0.637
O  -5.746  -1.068  -0.469  -0.268
O  -5.067  1.726  -0.004  -0.271
C  -6.173  2.577  -0.322  -0.806
H  -6.424  3.107  0.591  0.262
H  -7.017  1.971  -0.662  0.298
H  -5.905  3.275  -1.119  0.308
C  -6.542  -2.017  0.250  -0.785
H  -6.098  -3.019  0.196  0.301
H  -7.518  -2.001  -0.235  0.244
H  -6.637  -1.727  1.306  0.325
O  0.741  0.852  0.792  -0.502
H  -0.153  2.462  0.152  0.268
H  0.761  1.585  -1.158  0.281
C  0.534  -0.875  -3.569  -1.377
C  -0.621  -2.388  -1.838  -1.359
H  -1.129  -3.205  -2.398  0.248
H  -1.165  -2.271  -0.879  0.123
H  0.395  -2.763  -1.591  0.461
H  1.454  -1.399  -3.254  0.339
H  0.814  0.190  -3.658  0.382
H  0.324  -1.235  -4.597  0.264
Au  2.503  0.129  0.169  0.919
C  4.848  2.132  0.478  -0.766
C  3.570  2.435  -0.122  -1.081
C  2.752  3.003  0.934  -0.163
H  3.349  2.399  -1.189  0.632
C  3.473  2.920  2.146  -0.614
C  4.759  2.352  1.862  -0.423
H  5.517  2.124  2.604  0.401
H  5.691  1.747  -0.060  0.650
H  1.767  3.425  0.808  0.366
H  3.113  3.249  3.120  0.391
C  2.713  -2.044  1.925  -0.786
C  3.381  -1.450  3.047  -0.183
C  2.447  -0.627  3.737  -0.970
H  4.427  -1.552  3.300  0.490
C  1.178  -0.761  3.102  -0.135
C  1.320  -1.664  2.005  -0.697
H  0.526  -1.964  1.324  0.396
H  3.150  -2.690  1.172  0.452
H  2.667  0.031  4.575  0.387
H  0.261  -0.238  3.388  0.431
F  6.640  -2.329  -1.011  -0.450
Te  6.121  -1.246  0.469  2.055
F  5.820  -0.201  2.043  -0.452
F  5.470  -2.809  1.358  -0.441
F  7.798  -1.656  1.270  -0.434
F  7.012  0.246  -0.339  -0.446
O  4.461  -0.782  -0.227  -0.851

---

3.
Density functional theory data (the ωB97M-V functional and the def2-TZVPD basis) for a 4-piece molecular cluster, C23H30ClN6O2P overall.

Calculated values
Calculated total energy   -59184.2354 eV
Largest force on an atom   0.6 eV/A
Kohn-Sham gap   8.21 eV

Each line ends with the Mulliken charge.
Cartesian coordinates (Å):
C  2.546  1.742  2.232  0.268
C  1.435  2.188  2.329  -0.923
C  0.094  2.757  2.345  -0.416
C  -0.766  2.276  1.194  -0.001
C  -0.298  1.490  0.190  -0.369
C  -1.132  1.037  -0.869  -0.902
P  -0.303  -0.023  -2.151  -0.061
O  -1.445  -1.214  -2.293  -0.365
O  0.804  -0.739  -1.183  -0.347
C  -2.434  1.441  -0.882  0.765
Cl  -3.507  1.012  -2.173  -0.147
C  -2.965  2.262  0.147  0.171
N  -4.275  2.644  0.116  -0.598
C  -4.689  3.381  1.093  -0.501
C  -3.845  3.786  2.166  0.514
N  -4.356  4.590  3.167  -0.516
N  -2.587  3.452  2.208  -0.477
C  -2.124  2.670  1.190  0.383
H  3.466  1.221  2.131  0.438
H  0.179  3.843  2.335  0.346
H  -0.388  2.464  3.277  0.463
H  0.736  1.188  0.168  0.811
H  -2.007  -1.239  -1.506  0.322
H  0.370  -1.155  -0.416  0.396
H  -5.725  3.703  1.086  0.310
H  -5.362  4.576  3.235  0.253
H  -3.906  4.442  4.059  0.267
C  2.687  -4.922  -1.653  -0.887
C  3.659  -4.469  -0.573  -0.486
C  3.008  -4.350  0.811  -0.440
C  1.948  -3.347  0.878  0.252
N  1.135  -2.541  0.960  -0.533
H  1.883  -4.197  -1.792  0.083
H  3.206  -5.029  -2.606  0.349
H  2.242  -5.879  -1.397  0.337
H  4.108  -3.514  -0.852  0.312
H  4.475  -5.188  -0.485  0.321
H  3.764  -4.087  1.553  0.312
H  2.581  -5.308  1.113  0.292
C  4.516  4.903  -0.484  -1.166
C  3.171  5.577  -0.243  -0.678
C  2.055  4.572  0.059  0.085
C  1.805  3.669  -1.063  0.424
N  1.609  2.960  -1.944  -0.519
H  4.476  4.241  -1.350  0.356
H  5.292  5.646  -0.669  0.358
H  4.817  4.310  0.382  0.283
H  2.897  6.178  -1.111  0.329
H  3.249  6.260  0.604  0.332
H  1.124  5.095  0.288  0.299
H  2.309  3.970  0.935  -0.106
C  -3.678  -5.265  -0.590  -1.351
C  -2.739  -4.138  -1.000  -0.260
C  -1.696  -4.572  -2.035  -0.177
C  -0.795  -5.601  -1.521  0.257
N  -0.045  -6.376  -1.130  -0.517
H  -3.129  -6.084  -0.122  0.349
H  -4.419  -4.909  0.126  0.377
H  -4.211  -5.664  -1.455  0.323
H  -2.229  -3.741  -0.119  0.269
H  -3.318  -3.317  -1.430  0.300
H  -1.089  -3.720  -2.345  0.073
H  -2.185  -4.955  -2.933  0.363

---

4.
Density functional theory data (the ωB97M-V functional and the def2-TZVPD basis) for C23H30CuN6O6S as an isolated structure.

Calculated values
Calculated total energy   -101033.9847 eV
2S+1   2
<S²>   0.753
Largest force on an atom   2.1 eV/A
Kohn-Sham gap (alpha / beta)   6.52 / 5.75 eV

Each line ends with the Mulliken charge.
Cartesian coordinates (Å):
Cu  -0.116  -3.721  -0.117  -0.102
C  -2.422  0.084  -0.448  -1.356
N  -2.196  -1.341  -0.445  0.181
C  -3.205  -2.116  -0.538  -0.065
C  -3.122  -3.537  -0.513  0.191
C  -4.193  -4.425  -0.619  -0.672
C  -3.659  -5.715  -0.567  -0.932
C  -2.283  -5.564  -0.430  -0.106
N  -1.956  -4.250  -0.402  0.360
C  -2.230  0.726  0.913  1.274
C  -2.598  2.057  1.097  -0.438
C  -2.431  2.676  2.325  -0.618
C  -1.895  1.970  3.394  -0.661
C  -1.521  0.647  3.216  -0.050
C  -1.688  0.026  1.984  -1.207
H  -3.421  0.344  -0.827  0.863
H  -1.703  0.540  -1.138  -0.295
H  -4.224  -1.723  -0.668  0.283
H  -5.229  -4.136  -0.714  0.414
H  -4.181  -6.656  -0.623  0.440
H  -1.535  -6.335  -0.336  0.440
H  -3.030  2.610  0.269  0.517
H  -2.735  3.708  2.450  0.439
H  -1.786  2.444  4.360  0.402
H  -1.109  0.082  4.044  0.438
H  -1.417  -1.013  1.850  0.588
N  1.873  -3.065  -0.120  -0.045
C  2.861  -4.134  0.147  -0.406
C  2.534  -5.363  -0.683  -0.826
C  1.314  -6.107  -0.103  0.858
O  1.211  -7.303  -0.273  -0.631
O  0.484  -5.375  0.585  -0.702
H  2.036  -2.655  -1.031  0.233
H  1.961  -2.314  0.551  0.154
H  2.799  -4.387  1.203  0.426
H  3.871  -3.777  -0.069  0.400
H  3.365  -6.063  -0.716  0.324
H  2.303  -5.077  -1.715  0.233
C  3.579  6.970  0.547  -1.245
C  3.444  5.563  -0.015  -0.448
S  1.730  5.032  0.146  1.263
O  1.476  4.695  1.525  -0.669
O  0.874  5.982  -0.508  -0.683
C  1.680  3.476  -0.781  -0.814
C  0.291  2.874  -0.588  -1.478
N  0.254  1.478  -0.995  0.840
C  0.441  0.426  -0.167  0.330
N  0.393  -0.725  -0.822  -0.008
C  0.158  -0.422  -2.119  -0.556
C  0.079  0.939  -2.258  -0.358
N  -0.058  1.673  -3.464  1.150
O  0.072  2.891  -3.425  -0.647
O  -0.315  1.035  -4.467  -0.644
C  0.636  0.557  1.300  -1.607
H  4.609  7.310  0.463  0.379
H  3.290  6.990  1.598  0.341
H  2.935  7.658  0.001  0.355
H  4.032  4.835  0.544  0.359
H  3.684  5.518  -1.077  0.380
H  2.457  2.840  -0.355  0.476
H  1.881  3.694  -1.829  0.496
H  -0.433  3.443  -1.162  0.553
H  0.016  2.930  0.464  0.451
H  0.044  -1.173  -2.883  0.552
H  -0.196  1.102  1.750  -0.101
H  1.560  1.086  1.544  0.636
H  0.657  -0.437  1.739  0.353